Below is C5H15N2O as an isolated structure, with properties calculated with ωB97M-V/def2-TZVPD.

As for the multiplicity: 2. The value obtained for the energy above the lowest of the compared OMol25 structures with the same formula, charge and spin is 7.682 eV. The calculation puts the HOMO-LUMO gap (alpha / beta) at 5.393 / 2.301 eV. Its net charge is +2. The LUMO energy (alpha / beta) is -10.48 / -13.55 eV. The electronic energy is -10430.8872 eV. As for the HOMO energy (alpha / beta): -15.87 / -15.85 eV.

Each line ends with the Mulliken charge.
Geometry (Å):
C: -1.43103 -0.15969 -0.52141  -0.271
N: 0.32627 0.26312 -1.31058  -0.226
C: 1.26880 0.49149 -0.24618  -0.413
C: 2.57590 -0.30451 -0.51918  -0.635
C: 3.50561 -0.24461 0.66649  -0.472
O: 3.77905 1.12690 0.87700  -0.507
C: -1.83235 0.04623 0.78809  -0.704
N: -5.19523 -0.66914 -0.21164  -0.120
H: -1.24512 -1.18037 -0.82950  0.339
H: -1.82744 0.43805 -1.34467  0.397
H: 0.30980 1.10732 -1.90048  0.370
H: 0.81570 0.05985 0.64344  0.185
H: 1.46883 1.53870 -0.00907  0.432
H: 3.04947 0.10110 -1.41343  0.383
H: 2.31857 -1.33492 -0.76709  0.369
H: 3.06093 -0.66610 1.57301  0.328
H: 4.41752 -0.80322 0.43863  0.342
H: 4.43636 1.28403 1.56177  0.318
H: -1.90973 1.06630 1.15307  0.326
H: -1.98375 -0.78340 1.46708  0.441
H: -4.61911 -0.64827 0.63606  0.347
H: -6.16752 -0.97100 -0.04605  0.390
H: -5.12154 0.24215 -0.68532  0.384


Below is a 3-piece molecular cluster, C5H15N2O2 overall, with properties calculated with ωB97M-V/def2-TZVPD.

The value obtained for the energy above the lowest of the compared OMol25 structures with the same formula, charge and spin is 2.271 eV. The calculation puts the HOMO-LUMO gap at 10.212 eV. Its net charge is +1. The LUMO energy is -2.79 eV. The electronic energy is -12496.4025 eV. As for the HOMO energy: -13.00 eV.

Each line ends with the Mulliken charge.
Geometry (Å):
C: 0.08157 -1.34354 1.20102  -0.532
C: -1.21199 -1.11831 0.35473  -0.718
C: -1.24922 0.11872 -0.53251  0.378
C: -0.85825 0.00227 -1.79507  -0.959
C: -2.54006 1.98009 0.07250  -0.250
N: -1.49447 1.29053 0.18871  -0.264
N: 1.19363 -0.47602 0.69251  -0.070
H: -0.06967 -1.16873 2.26064  0.348
H: 0.43980 -2.36264 1.07822  0.349
H: -2.08008 -1.12739 1.01392  0.365
H: -1.31836 -2.01997 -0.24138  0.390
H: -0.46529 -0.93714 -2.17195  0.293
H: -0.86611 0.73431 -2.59310  0.304
H: -3.42243 1.69092 -0.50441  0.279
H: -2.65516 2.93031 0.58908  0.254
H: 2.13622 -0.66623 1.05242  0.396
H: 1.23566 -0.56291 -0.32861  0.285
H: 0.92813 0.51270 0.80459  0.225
H: 2.90676 -1.43701 -2.13739  0.337
H: 3.00372 -2.64305 -1.15234  0.342
O: 3.06884 -1.66066 -1.19024  -0.683
H: 1.49745 3.21508 1.60669  0.312
H: 0.44983 2.61078 0.64345  0.314
O: 1.28948 2.43792 1.08851  -0.694